1.
Density functional theory data (ωB97M-V/def2-TZVPD) for 2 unconnected molecules or ions with the total composition C4H9O3.

```
16
Properties=species:S:1:pos:R:3:forces:R:3
C -1.53080 0.36231 -1.22668 0.7 1.3 -0.4
C -0.98540 1.73026 -0.82703 0.6 0.0 1.3
C -1.56605 -0.68765 -0.04627 -0.2 1.4 -1.4
O -1.38315 -0.16256 1.07367 0.0 -0.9 0.3
O -1.73347 -1.85144 -0.45084 0.0 -0.4 0.8
H -2.46160 0.57047 -1.76651 -0.2 -0.8 0.2
H -0.78046 0.05895 -1.96240 -0.4 -0.7 -0.2
H -0.85780 2.45320 -1.63735 -0.2 -0.1 -0.1
H -0.01554 1.56036 -0.35191 0.3 0.1 -0.3
H -1.49373 2.16870 0.02906 -0.6 0.2 -0.2
C 1.83633 -0.98847 1.39246 0.0 -1.3 -0.9
O 3.29048 -0.77437 1.26028 -1.7 -0.1 -1.2
H 3.37834 -1.18346 0.38984 0.9 0.3 0.1
H 1.62560 -2.05144 1.08674 0.2 0.3 1.7
H 1.59041 -0.59141 2.35655 -0.5 -0.6 0.5
H 1.08684 -0.61345 0.68039 0.9 1.5 -0.2
```
Forces are in eV/Å.

Calculated values
Kohn-Sham gap   7.68 eV
Charge   -1
2S+1   1
HOMO level   -4.078 eV

Mulliken atomic charge list, values in e, 8 entries:
1 C -0.36
2 C -1.01
3 C 0.50
4 O -0.68
5 O -0.74
6 H 0.36
7 H 0.16
8 H 0.35

=====

2.
Density functional theory data (ωB97M-V/def2-TZVPD) for 2 unconnected molecules or ions with the total composition C4H9O6S.

```
20
Properties=species:S:1:pos:R:3:forces:R:3
C 2.25720 -0.08369 -1.50445 -0.4 0.1 1.2
C -0.44762 -2.13879 0.49775 -1.3 -0.9 4.2
C -0.02986 1.99605 1.21382 -0.4 1.3 -0.4
C 0.36196 0.02199 -0.05476 4.6 0.3 1.7
O -2.53190 -0.87866 -1.16139 -1.5 -1.3 -1.4
O -2.12630 1.54707 -0.91131 -0.5 1.7 -1.1
O -2.52223 0.18587 1.04264 -1.0 -0.1 1.4
O 0.82784 0.23023 -1.31418 0.5 0.4 0.6
O 0.61610 -1.26840 0.39610 0.9 1.6 -0.2
O 0.86787 0.93962 0.93022 -0.8 -1.7 -1.8
S -2.07370 0.22051 -0.34483 -0.9 -0.3 0.0
H 2.20279 -0.50424 -2.50151 0.8 -0.2 -0.1
H 2.52896 -0.83748 -0.68694 -0.1 1.0 -1.5
H 2.94661 0.83128 -1.45690 -1.2 -1.1 0.0
H -0.97468 -2.22550 -0.39500 -0.9 -0.7 -1.4
H -1.17039 -1.86498 1.35332 0.6 0.4 -1.5
H -0.10751 -3.06100 0.99720 0.5 -0.1 -1.1
H 0.39606 2.37919 2.13435 -0.5 0.2 0.6
H -1.11270 1.63980 1.27565 1.8 0.9 0.3
H 0.09151 2.87114 0.49025 -0.4 -1.2 0.4
```
Forces are in eV/Å.

Calculated values
<S²>   2.005
Kohn-Sham gap (spin up / spin down)   5.04 / 7.91 eV
Charge   -1
2S+1   3
HOMO level (spin up / spin down)   -1.466 / -5.387 eV

Mulliken atomic charge list, values in e, 8 entries:
1 C -0.69
2 C -0.85
3 C -0.45
4 C 0.45
5 O -0.64
6 O -0.53
7 O -0.61
8 O -0.31

=====

3.
Density functional theory data (ωB97M-V/def2-TZVPD) for C4H9OP in the gas phase.

```
15
Properties=species:S:1:pos:R:3:forces:R:3
C 2.34723 -0.15510 0.43985 -1.3 -3.6 -0.3
C 2.30268 0.42132 -0.86445 -1.5 1.6 1.9
C -2.54676 0.02295 0.48430 -1.7 -0.5 -2.0
C -1.30526 -0.26930 -0.42394 -1.1 1.7 2.5
O -0.23160 -0.50658 0.47648 0.1 -0.3 0.1
P 0.68985 0.72807 1.01382 1.9 -0.2 -2.0
H 1.94987 -1.27260 0.35022 1.4 2.2 0.9
H 3.25052 0.02944 0.98786 0.1 -0.1 0.6
H 2.85424 1.38510 -0.86880 -0.6 -0.8 -1.3
H 1.69438 -0.11651 -1.61049 0.7 1.1 0.0
H -2.81402 -0.89851 1.06277 0.2 0.8 -0.5
H -2.19145 0.78299 1.18320 -0.6 0.2 -0.1
H -3.54463 0.36561 -0.15880 2.7 -0.7 1.8
H -1.08858 0.58114 -1.03783 0.2 0.7 -0.4
H -1.36646 -1.09802 -1.03420 -0.5 -2.0 -1.2
```
Forces are in eV/Å.

Calculated values
Kohn-Sham gap (spin up / spin down)   7.62 / 7.62 eV
2S+1   1
HOMO level (spin up / spin down)   -7.436 / -7.436 eV

Mulliken atomic charge list, values in e, 8 entries:
1 C -0.53
2 C -0.62
3 C -0.87
4 C -0.44
5 O -0.27
6 P 0.03
7 H 0.20
8 H 0.41

=====

4.
Density functional theory data (ωB97M-V/def2-TZVPD) for 2 unconnected molecules or ions with the total composition C4H9OP.

```
15
Properties=species:S:1:pos:R:3:forces:R:3
C 0.02765 2.28653 0.26037 0.1 0.1 0.1
C -0.36408 1.02112 0.38884 -0.4 -0.2 0.3
C -1.46302 -1.59476 0.05966 -0.4 0.0 0.1
C 0.40094 -0.12384 -0.04125 1.0 0.5 -2.1
O -0.06748 -1.36370 -0.01956 -0.2 -0.2 0.3
P 2.21418 -0.06897 -0.21338 0.2 0.4 0.1
H -0.54902 3.10131 0.65992 -0.1 0.1 0.1
H 0.93196 2.52397 -0.27538 0.1 0.1 -0.1
H -1.29796 0.80227 0.89281 -0.1 0.1 0.0
H -2.01131 -0.97028 -0.64747 0.0 0.0 0.0
H -1.82595 -1.41016 1.07517 0.0 0.0 -0.1
H -1.60933 -2.64450 -0.18389 0.0 0.1 0.0
H 0.80979 0.45859 -2.00632 -0.5 -0.5 1.2
H 2.29251 -1.25492 -0.93141 0.1 -0.3 -0.4
H 2.51110 -0.76268 0.98190 0.1 -0.1 0.5
```
Forces are in eV/Å.

Calculated values
Kohn-Sham gap (spin up / spin down)   6.98 / 8.19 eV
2S+1   1
HOMO level (spin up / spin down)   -7.336 / -8.326 eV

Mulliken atomic charge list, values in e, 8 entries:
1 C -0.90
2 C 0.15
3 C -0.84
4 C -0.03
5 O -0.24
6 P -0.03
7 H 0.27
8 H 0.34

=====

5.
Density functional theory data (ωB97M-V/def2-TZVPD) for 2 unconnected molecules or ions with the total composition C4H9OP.

```
15
Properties=species:S:1:pos:R:3:forces:R:3
C -1.58061 1.10603 1.45804 -0.4 0.5 0.3
C -2.32347 -1.23000 1.12196 3.5 2.5 -3.2
C 2.19943 0.78838 -0.03887 -1.5 0.0 2.4
C -1.41465 -0.12890 1.79133 -1.3 -2.2 0.0
O -1.77723 2.19493 1.11449 -0.2 0.4 0.0
P 0.48823 1.07354 -0.70787 0.3 -1.6 -0.4
H 0.78638 1.85643 -1.81458 0.2 0.6 -0.3
H -1.76020 -1.55101 0.14275 -1.1 0.1 1.9
H -2.49033 -2.00458 1.77384 -0.4 -1.8 1.4
H -3.20614 -0.75757 0.78730 -1.2 0.2 -0.2
H 2.93281 1.32827 -0.55518 1.2 0.5 -0.7
H 2.42273 -0.26218 0.09116 0.2 -0.2 -0.3
H 2.10605 1.22218 1.01579 0.5 -0.6 -1.4
H -0.90541 -0.43956 2.67799 0.5 0.3 0.2
H 0.27776 2.04852 0.21380 -0.4 1.2 0.1
```
Forces are in eV/Å.

Calculated values
Kohn-Sham gap   9.45 eV
2S+1   1
HOMO level   -8.550 eV

Mulliken atomic charge list, values in e, 8 entries:
1 C 0.53
2 C -0.94
3 C -0.85
4 C -0.48
5 O -0.39
6 P -0.01
7 H 0.03
8 H 0.20

=====

6.
Density functional theory data (ωB97M-V/def2-TZVPD) for a molecular structure, C4H9OP.

```
15
Properties=species:S:1:pos:R:3:forces:R:3
C -2.20224 0.56125 0.80368 -0.9 2.6 -0.1
C -1.56226 -0.45542 1.27126 -1.0 -0.5 -0.1
C 2.24089 -0.04646 -0.13487 0.8 0.4 0.8
C 0.89941 -0.22231 -0.86277 -0.6 -0.5 3.1
O -1.38395 -1.54424 -1.43177 0.1 0.4 1.6
P -0.21193 -1.60705 -0.22267 1.1 0.7 -1.3
H -2.81245 1.26685 1.43531 0.5 -0.8 -0.2
H -2.13301 0.95617 -0.19260 0.0 -0.2 -0.6
H -1.73009 -0.79318 2.25396 0.4 -0.8 1.1
H 2.97922 -0.89102 -0.26607 -1.2 0.5 0.4
H 2.79379 0.78003 -0.65894 -0.6 -0.3 0.9
H 2.07211 0.19084 1.01009 0.5 -0.5 -2.4
H 0.98946 -0.33538 -1.88434 0.2 0.1 -2.2
H 0.24521 0.64620 -0.58317 0.5 -0.5 -0.5
H -1.21763 -2.27362 -2.01870 0.1 -0.4 -0.6
```
Forces are in eV/Å.

Calculated values
<S²>   2.012
Kohn-Sham gap (spin up / spin down)   6.19 / 7.31 eV
2S+1   3
HOMO level (spin up / spin down)   -5.115 / -9.464 eV

Mulliken atomic charge list, values in e, 8 entries:
1 C -0.47
2 C -0.42
3 C -1.01
4 C -0.35
5 O -0.49
6 P 0.11
7 H 0.22
8 H 0.22

=====

7.
Density functional theory data (ωB97M-V/def2-TZVPD) for a gas-phase ion, C4H9OS2 (charge -1).

```
16
Properties=species:S:1:pos:R:3:forces:R:3
C 0.11261 -0.01299 2.08980 0.6 1.2 0.7
C 0.26872 -1.51981 2.39062 0.1 -0.8 -0.4
O 0.44100 -1.77896 3.68096 0.8 0.2 0.5
C -0.47755 0.45590 0.75418 -1.3 -1.3 1.0
S 0.63173 -0.00230 -0.59837 -0.1 -0.1 0.2
S 0.05721 1.20700 -2.09970 -0.2 0.4 -1.0
C -1.32285 0.44596 -3.04507 -0.1 -0.4 0.6
H -0.45735 0.32415 2.97286 -0.4 0.2 -0.6
H 1.07230 0.55450 2.21010 -0.3 -0.8 0.0
H 1.11157 -1.85800 1.66809 -0.5 -0.1 0.4
H -0.66246 -2.10158 2.08890 0.2 0.7 -0.9
H -1.43237 -0.08783 0.64377 0.3 0.0 -0.3
H -0.76884 1.49937 0.77645 0.5 0.4 -0.3
H -1.19661 -0.61499 -3.24588 0.2 -0.1 0.4
H -1.39235 0.89226 -4.01949 0.2 0.6 -0.4
H -2.26903 0.61002 -2.53624 0.0 -0.1 0.1
```
Forces are in eV/Å.

Calculated values
Kohn-Sham gap   5.12 eV
Charge   -1
2S+1   1
HOMO level   -2.310 eV

Mulliken atomic charge list, values in e, 8 entries:
1 C -0.74
2 C -0.20
3 O -0.88
4 C -0.48
5 S -0.09
6 S -0.16
7 C -0.81
8 H 0.34

=====

8.
Density functional theory data (ωB97M-V/def2-TZVPD) for C4H9P in the gas phase.

```
14
Properties=species:S:1:pos:R:3:forces:R:3
C 1.05236 -0.38155 0.86819 -0.9 -0.4 1.9
C 0.02915 -1.26661 0.20728 -0.5 1.3 1.2
C 0.01821 0.25078 0.05215 0.1 1.0 -4.8
C 0.34098 0.73792 -1.49513 -0.6 1.7 3.1
P -1.34935 1.27364 0.84640 2.3 -0.7 0.8
H 0.78599 -0.27528 1.90788 0.4 0.1 0.5
H 2.10189 -0.51400 0.76058 0.6 0.3 -0.8
H 0.39757 -1.86169 -0.58288 -0.1 -0.5 -0.8
H -0.76616 -1.62490 0.85859 0.3 -0.5 -0.3
H 1.26834 1.37168 -1.54763 -0.4 -1.4 -0.3
H -0.42197 1.48523 -1.72606 -0.2 0.1 0.1
H 0.08579 -0.03828 -2.17068 0.9 -0.9 -0.8
H -1.13569 0.20647 1.74889 -1.1 0.6 1.1
H -2.40709 0.63660 0.27242 -1.0 -0.7 -0.7
```
Forces are in eV/Å.

Calculated values
Kohn-Sham gap   10.46 eV
2S+1   1
HOMO level   -9.374 eV

Mulliken atomic charge list, values in e, 8 entries:
1 C -0.63
2 C -0.76
3 C 0.53
4 C -1.31
5 P -0.06
6 H 0.26
7 H 0.31
8 H 0.31

=====

9.
Density functional theory data (ωB97M-V/def2-TZVPD) for C4H9P in the gas phase.

```
14
Properties=species:S:1:pos:R:3:forces:R:3
C -0.21096 -0.12569 1.33938 1.4 1.5 0.1
C -0.64592 -0.11059 -0.00312 0.9 1.2 -1.1
C -1.90381 0.49691 -0.34656 -3.0 1.3 -1.9
C 2.26568 -0.30646 -0.50321 -0.7 -0.5 -1.8
P 0.95418 0.82970 0.19694 0.2 0.1 0.2
H -0.63960 0.73141 1.79055 -0.6 0.1 1.6
H 0.10489 -0.96226 1.86137 0.4 -1.3 1.1
H -0.52714 -0.91480 -0.62328 0.7 -2.4 -1.1
H -2.22676 1.48788 0.04886 0.8 -0.5 -0.1
H -2.67947 -0.18947 -0.02454 -0.4 -0.2 0.3
H -2.05770 0.51656 -1.46329 0.3 0.3 1.0
H 2.40804 0.18168 -1.52494 -0.1 -0.8 1.0
H 1.88690 -1.37622 -0.69933 0.8 1.5 0.5
H 3.27166 -0.25865 -0.04884 -0.8 -0.2 0.2
```
Forces are in eV/Å.

Calculated values
Kohn-Sham gap   10.01 eV
2S+1   1
HOMO level   -8.805 eV

Mulliken atomic charge list, values in e, 8 entries:
1 C -0.89
2 C 0.32
3 C -1.42
4 C -0.84
5 P -0.06
6 H 0.26
7 H 0.37
8 H 0.44

=====

10.
Density functional theory data (ωB97M-V/def2-TZVPD) for C4H9PS3 in the gas phase.

```
17
Properties=species:S:1:pos:R:3:forces:R:3
C -0.96325 -1.50499 0.52740 -1.1 -0.5 0.2
C -0.41723 -0.46574 1.51762 1.6 0.4 -3.0
C -2.18387 -0.84752 -0.13139 -1.2 -0.9 -1.9
C 2.41126 2.18772 -0.90978 0.5 -0.9 -0.8
P -0.02601 1.16939 0.57156 -0.4 -0.7 -0.2
S -3.24858 1.70227 -1.45233 -0.3 0.6 0.3
S -1.64967 0.65139 -1.13003 1.1 -1.2 1.3
S 1.80067 0.55772 -0.40480 -2.1 0.0 0.1
H -0.23613 -1.99274 -0.18048 -0.6 1.0 0.6
H -1.32012 -2.31098 1.20087 0.0 0.0 -0.6
H -1.17398 -0.27712 2.23651 -0.2 0.2 1.0
H 0.54834 -0.86079 1.81981 -0.1 0.3 1.0
H -2.70148 -1.42518 -0.98983 1.0 0.4 1.5
H -3.02446 -0.62467 0.58866 1.1 0.3 -0.6
H 1.78342 3.02657 -1.28967 0.2 -1.4 -0.5
H 3.29005 1.78080 -1.47220 -0.7 1.4 -0.2
H 2.77413 2.53769 -0.00770 1.1 1.1 1.7
```
Forces are in eV/Å.

Calculated values
Kohn-Sham gap   7.61 eV
2S+1   1
HOMO level   -7.677 eV

Mulliken atomic charge list, values in e, 8 entries:
1 C -0.43
2 C -0.91
3 C -0.65
4 C -0.86
5 P 0.07
6 S -0.39
7 S 0.12
8 S -0.10

=====

Number 1: strongest force on any atom 0.0414 hartree/bohr. Number 2: strongest force on any atom 0.0961 hartree/bohr. Number 3: strongest force on any atom 0.0744 hartree/bohr. Number 4: strongest force on any atom 0.0466 hartree/bohr. Number 5: strongest force on any atom 0.1032 hartree/bohr. Number 6: strongest force on any atom 0.0629 hartree/bohr. Number 7: strongest force on any atom 0.0405 hartree/bohr. Number 8: strongest force on any atom 0.0949 hartree/bohr. Number 9: strongest force on any atom 0.0736 hartree/bohr. Number 10: strongest force on any atom 0.0660 hartree/bohr.